Record 1
{
  "formula": "C22H47GaN5O24S6",
  "method": "ωB97M-V/def2-TZVPD",
  "orbital_gap_ha": 0.19902,
  "de_lowest_ev": 0.000,
  "homo_energy_ev": -3.642,
  "max_force_ev_per_a": 0.86,
  "e_lumo_ev": 1.8,
  "charge": -1,
  "species": ["H", "H", "H", "C", "H", "C", "H", "H", "O", "H", "S", "H", "H", "O", "H", "H", "H", "H", "S", "H", "H", "O", "O", "H", "N", "C", "H", "S", "S", "H", "H", "O", "N", "H", "H", "O", "C", "H", "H", "H", "O", "H", "H", "N", "C", "H", "H", "O", "H", "H", "C", "O", "O", "C", "H", "S", "C", "C", "N", "C", "O", "C", "C", "H", "C", "H", "O", "H", "O", "H", "C", "H", "H", "C", "H", "O", "H", "C", "H", "Ga", "O", "S", "C", "H", "H", "O", "H", "O", "O", "O", "O", "O", "H", "H", "C", "N", "H", "C", "C", "H", "C", "C", "O", "O", "O"],
  "xyz": [[4.322147, 0.290747, 5.414935], [5.127652, 3.857822, -0.063125], [-1.464887, 0.629311, 4.708086], [-3.206885, -3.497106, 1.152894], [-4.942058, 0.389243, 4.143208], [-4.788489, -0.352087, 3.343725], [-5.464691, -0.042990, 2.536563], [-7.276994, -1.846356, 3.322963], [2.857425, -0.075197, -5.063838], [0.615239, -0.588902, -7.443036], [3.086280, 0.557534, -6.311339], [3.663173, -1.778178, 4.286057], [4.300143, 2.347520, -0.537580], [-2.037000, 4.990780, -5.421850], [0.762747, -0.225236, -3.343340], [2.574550, 0.216535, 5.770341], [-2.060667, 2.435198, 2.693541], [3.115826, -3.950020, 0.679893], [3.338167, -1.017869, 0.347625], [-2.144373, -3.413172, 5.125924], [-3.479598, -1.967840, 5.793143], [-3.856691, 3.350680, -5.074787], [2.252543, 5.322300, -2.672022], [-2.969033, -4.261068, 0.404817], [-5.198492, -1.701689, 3.855401], [-1.393852, -0.059354, -3.234783], [-0.448979, 4.885715, -3.169579], [-2.466701, 3.553158, -4.881883], [2.522043, 3.999667, -2.221840], [-0.449078, -0.363981, 3.681866], [-5.572538, -1.537627, 4.782861], [-1.525819, 2.613767, -5.386881], [-2.468646, -1.151489, 1.135061], [-0.626966, -2.015573, 6.846099], [5.669483, 2.780022, -2.520399], [4.348843, 1.130932, -6.618541], [4.474081, 3.392795, -0.795546], [-3.265409, -0.360402, 5.673165], [5.391189, 4.540170, -2.403480], [-1.333586, 1.001160, -3.456755], [3.771696, 3.406130, -3.003413], [2.543910, -2.202155, 5.601867], [-3.795769, 2.361045, 2.378603], [-0.407096, -1.488979, 6.005127], [-0.075853, -0.629028, -2.772695], [4.253720, -4.113818, -0.685934], [-0.292760, -2.475274, 0.111378], [6.071669, -1.395919, 7.717670], [-4.196733, -3.099941, 0.940405], [-1.305542, 6.718696, -4.554624], [2.512170, -2.864635, -1.101595], [-0.227195, -2.439575, -5.496249], [4.568694, -2.363738, 6.059617], [4.965876, 3.551422, -2.222031], [-0.801730, -3.080106, 4.292686], [4.711276, -1.753921, 7.518825], [-1.619269, -1.441806, 5.136800], [-1.992312, 5.913490, -4.311977], [-2.815215, -1.220967, 5.952667], [-0.729760, -2.864186, 1.034022], [4.292062, -2.295357, 0.284978], [1.376889, -0.058261, -8.016586], [-2.833305, 1.902100, 2.132978], [1.641668, -3.500528, -1.232483], [-1.444544, -0.311649, 4.136625], [-3.194609, -3.975223, 2.136746], [3.213145, 4.090895, -0.793841], [0.293160, 1.825263, -7.750863], [-0.195092, -2.043430, -3.070753], [0.095935, -0.493471, -1.708677], [3.487544, -1.712607, 5.356013], [-2.994947, 6.311387, -4.148508], [-2.196004, -0.244792, -2.518806], [3.562371, -3.447169, -0.178740], [-0.227584, -0.531223, 6.290155], [-1.681322, -0.791389, -4.447550], [-0.169154, -2.469222, 1.884171], [-1.522492, 5.062852, -3.143537], [1.878230, 1.986852, -8.562893], [-2.871851, -0.100766, 2.697815], [4.050160, -2.573222, 8.470717], [-1.083693, -2.253436, -4.372913], [-2.385491, 2.090816, -0.462235], [-1.803621, 5.471842, -2.177725], [2.925756, -2.598343, -2.075684], [1.497457, 3.021286, -2.210220], [-6.337240, -3.356601, 3.221568], [1.932589, 1.628610, -6.529342], [2.944646, -0.778922, 1.688043], [3.936436, 0.018728, -0.419733], [3.828895, -0.453394, 7.278492], [2.674859, -0.417081, -7.500378], [1.329256, -0.346671, -9.062646], [-0.643265, -3.955068, 1.018377], [1.308522, 1.443026, -7.806944], [-1.742766, -2.744406, 4.473449], [-6.101251, -2.098845, 2.019789], [-2.182905, -2.370346, 1.127840], [-6.293391, -2.273508, 3.078431], [-2.234767, 2.049543, -1.509851], [-2.595644, 2.041741, 0.720804], [3.526473, -0.294561, 5.877646], [2.114077, -1.657983, -0.425840], [-2.195243, 3.810348, -3.350077], [-2.099823, -3.203469, -4.096523]],
  "forces_ev_per_angstrom": [[0.0, 0.0, 0.0], [-0.1, 0.1, 0.0], [0.1, 0.0, 0.0], [0.0, -0.1, -0.1], [-0.1, 0.0, 0.0], [0.2, 0.0, 0.2], [0.0, 0.0, 0.0], [0.0, 0.1, -0.1], [0.2, 0.0, 0.2], [0.0, 0.0, 0.0], [-0.3, 0.0, 0.0], [0.2, 0.0, 0.0], [0.0, 0.0, 0.0], [0.1, 0.2, 0.3], [0.0, 0.0, 0.0], [0.0, 0.0, 0.1], [0.0, 0.0, 0.0], [0.0, 0.0, 0.0], [-0.1, -0.3, 0.0], [0.0, 0.0, 0.0], [-0.1, 0.1, -0.2], [-0.1, 0.0, 0.0], [-0.1, 0.1, 0.0], [0.0, 0.0, 0.0], [-0.3, 0.3, 0.0], [-0.3, 0.0, 0.4], [0.1, 0.0, 0.0], [0.1, -0.2, -0.3], [0.1, -0.2, 0.1], [0.0, -0.1, 0.0], [0.1, -0.2, 0.1], [0.0, -0.1, -0.1], [0.4, -0.3, 0.7], [-0.1, 0.1, 0.0], [-0.1, -0.1, -0.1], [0.1, -0.1, 0.0], [0.1, -0.3, 0.0], [-0.1, 0.0, -0.1], [0.0, 0.0, 0.0], [0.0, -0.1, -0.3], [0.0, -0.1, -0.1], [0.0, 0.0, 0.0], [0.0, -0.1, 0.1], [0.1, 0.1, -0.2], [0.2, 0.2, -0.1], [0.1, 0.1, 0.0], [0.0, 0.1, 0.1], [0.1, 0.0, 0.0], [0.0, 0.0, 0.1], [0.1, -0.1, -0.1], [0.1, 0.0, -0.2], [-0.1, -0.1, -0.2], [0.1, 0.1, -0.1], [0.1, 0.1, 0.1], [0.0, 0.1, -0.1], [0.0, 0.0, 0.0], [0.3, 0.0, 0.1], [-0.1, 0.0, 0.1], [0.1, -0.2, 0.3], [0.0, -0.1, -0.1], [0.1, 0.0, -0.1], [-0.2, -0.1, 0.1], [0.0, 0.0, -0.1], [-0.1, 0.1, 0.1], [-0.1, 0.0, -0.1], [0.0, 0.0, 0.0], [0.1, 0.2, 0.0], [0.0, 0.0, 0.1], [-0.1, -0.1, 0.2], [-0.1, -0.2, 0.0], [-0.4, -0.1, -0.1], [0.0, 0.0, 0.0], [0.1, 0.0, 0.0], [-0.1, -0.1, 0.1], [0.0, -0.1, 0.2], [0.0, 0.1, -0.2], [0.0, 0.1, -0.1], [0.3, 0.2, -0.1], [0.0, 0.0, 0.0], [-0.3, 0.2, -0.3], [0.0, 0.0, 0.1], [0.3, 0.2, 0.1], [0.0, 0.0, -0.4], [-0.1, -0.2, 0.0], [0.0, 0.0, 0.0], [-0.2, 0.1, -0.2], [-0.1, 0.0, 0.1], [0.0, 0.0, 0.1], [0.0, 0.1, 0.1], [0.1, 0.0, 0.0], [-0.1, 0.0, 0.0], [0.1, 0.1, -0.2], [0.1, 0.0, 0.0], [0.0, 0.0, 0.1], [0.0, 0.0, -0.1], [0.0, 0.0, 0.1], [0.0, 0.0, 0.0], [-0.2, 0.1, -0.4], [0.2, -0.1, -0.1], [0.0, 0.1, 0.0], [0.0, 0.0, 0.3], [0.1, 0.1, -0.2], [0.0, 0.1, 0.0], [-0.2, 0.0, 0.2], [0.0, -0.1, 0.0]]
}

Record 2
{
  "formula": "C6H17N2",
  "method": "ωB97M-V/def2-TZVPD",
  "orbital_gap_ha": 0.43570,
  "de_lowest_ev": 0.426,
  "homo_energy_ev": -14.536,
  "smiles": "CC(C)C[NH2+]CCN",
  "max_force_ev_per_a": 2.12,
  "e_lumo_ev": -2.7,
  "charge": 1,
  "species": ["H", "C", "H", "H", "H", "H", "H", "H", "H", "H", "C", "C", "H", "H", "H", "C", "N", "H", "H", "H", "H", "N", "H", "C", "C"],
  "xyz": [[-0.692732, -0.448954, -0.897685], [-0.055486, -0.472909, 1.071376], [0.060311, -2.150087, -1.309445], [-0.785451, 3.176940, 0.579867], [0.322133, 0.723174, -0.555164], [-0.507394, 2.820686, -2.245865], [-2.411931, 1.034157, -0.663642], [2.331444, -0.690242, -0.287316], [-0.942729, -2.846700, -0.074135], [0.509697, 0.209269, 1.703831], [0.717959, -1.758294, 0.789652], [0.091018, -2.589183, -0.306575], [0.653342, -3.496195, -0.449852], [0.568970, 3.367233, -1.279055], [-2.026142, 3.220805, -0.499875], [-1.583004, 1.217627, 0.018823], [-0.508808, 0.244400, -0.176067], [0.657956, -2.241102, 1.720847], [2.800749, -1.174629, 1.312056], [-0.956191, -0.731650, 1.609879], [2.730551, -2.346161, 0.117146], [-0.078980, 2.585073, -1.349405], [-1.964880, 1.157151, 1.026193], [2.176442, -1.473456, 0.464586], [-1.106846, 2.663045, -0.320175]],
  "forces_ev_per_angstrom": [[-0.5, -0.1, 0.1], [-0.5, -0.4, 0.1], [0.3, 0.3, 0.1], [0.8, -0.2, 0.2], [-0.3, 0.6, -0.3], [0.0, -0.6, 0.0], [0.2, -0.6, 0.0], [-0.2, -0.1, -0.1], [-0.1, -0.2, 0.1], [0.0, 0.2, -0.2], [0.7, 1.5, -1.4], [-0.8, -0.2, -0.1], [0.1, -0.4, 0.1], [0.1, -0.2, 0.5], [0.0, 0.1, -0.8], [-0.7, 1.4, -0.7], [1.5, -0.7, 0.5], [0.0, -1.1, 1.1], [-0.5, 0.3, 0.3], [-0.3, 0.0, 0.1], [-0.4, -0.2, -0.3], [-0.3, 1.3, -0.7], [0.0, -0.1, 0.3], [1.2, 0.2, 0.1], [-0.4, -0.4, 1.1]]
}

Record 3
{
  "formula": "C25H34N8OPdS2SeSi2Te",
  "method": "ωB97M-V/def2-TZVPD",
  "multiplicity": 5,
  "orbital_gap_ha": [0.26621, 0.19903],
  "de_lowest_ev": 0.000,
  "homo_energy_ev": [-13.963, -14.117],
  "max_force_ev_per_a": 0.35,
  "e_lumo_ev": [-6.7, -8.7],
  "charge": 2,
  "species": ["H", "H", "H", "C", "C", "H", "N", "Pd", "C", "H", "H", "S", "H", "H", "H", "C", "H", "H", "H", "C", "C", "H", "O", "C", "H", "H", "N", "C", "H", "C", "C", "N", "C", "Si", "C", "C", "N", "C", "C", "H", "H", "H", "C", "H", "H", "N", "Si", "H", "C", "H", "C", "N", "C", "H", "H", "H", "C", "H", "S", "C", "N", "H", "H", "H", "Se", "C", "H", "N", "H", "C", "H", "C", "Te", "H", "C"],
  "xyz": [[-3.554994, 4.765549, 1.041332], [-2.883522, -0.924584, -1.712954], [-2.084118, -3.974596, 2.129908], [-3.902146, -0.673089, -4.767894], [4.964576, -1.976256, 0.474777], [8.184864, -1.200091, -0.197945], [2.147603, -3.712638, 1.779725], [2.045684, -1.385853, -0.283101], [-1.335221, 2.843366, 2.357860], [-3.026489, 3.887790, -0.382288], [-4.492104, -0.250132, -5.584234], [0.081972, -4.987544, 2.319506], [-4.288231, 2.304619, -2.041217], [-5.332266, 0.887508, -2.242739], [-1.686394, -4.994158, 0.714284], [-2.270893, -0.224361, -2.281897], [-0.934286, 2.004884, 2.934445], [2.325997, 3.412545, 4.305186], [-2.121922, -5.752262, 2.268220], [-3.620604, 3.801446, 0.532029], [-4.269901, 2.045625, 2.993670], [-4.448938, 2.920053, 3.622978], [1.512051, 0.110753, -1.759484], [1.869598, 0.642144, 2.271718], [-3.929493, 1.235873, 3.641549], [6.824537, -2.707023, 1.256814], [2.848981, -2.820359, 1.137974], [7.104854, -1.183701, -0.245837], [-0.623010, 3.090370, 1.562861], [1.825002, 1.437617, 4.957131], [2.114760, 2.386301, 4.038973], [0.244639, -1.749771, -5.818957], [5.049895, -0.349862, -1.151380], [-3.029194, 2.449078, 1.672299], [6.448149, -0.339906, -1.119070], [0.694636, -1.526911, -4.786502], [2.393567, -3.084666, -2.033077], [0.787518, -3.664163, 1.513102], [-1.626921, -4.905669, 1.798068], [1.314729, -0.633571, 5.348344], [-3.068629, -1.218604, -5.215389], [4.602860, -3.605776, 1.924915], [1.246835, -1.280506, -3.490359], [-4.536452, -1.385611, -4.237813], [-1.636232, 2.547408, -3.838744], [1.931695, 0.421635, 0.967044], [-3.298151, 0.681685, -3.653470], [-5.227466, 1.753548, 2.558926], [1.547267, 0.082576, 4.570713], [-5.281487, 2.138966, -3.479020], [4.153509, -2.869685, 1.263755], [4.327673, -1.136299, -0.378686], [1.564800, -0.322897, 3.276695], [1.797059, 1.689543, 6.008335], [1.340173, -1.341428, 2.996543], [-1.361109, 1.303960, -5.064027], [-4.670475, 1.580333, -2.767285], [6.992554, 0.321842, -1.777795], [-0.018822, -2.592210, 0.499530], [2.146388, 2.012188, 2.657609], [1.101945, -0.097469, -2.969535], [-2.298867, 0.099061, 1.330152], [-1.376629, 3.708925, 3.022161], [-4.663490, 3.657272, 0.243217], [2.324361, 1.975542, 0.154061], [6.350888, -2.021911, 0.566305], [-1.455644, -0.759413, -2.769902], [2.417981, 2.843812, 1.673177], [4.503779, 0.296848, -1.828366], [1.879262, -2.333543, -2.744209], [-3.676148, 0.404926, 0.255757], [-2.133587, 1.850333, -4.518619], [-1.402156, 1.101945, -0.920913], [-2.684954, 2.452311, -5.244062], [-2.761694, 0.836338, 0.665121]],
  "forces_ev_per_angstrom": [[0.0, 0.0, 0.0], [0.0, 0.0, 0.0], [0.0, 0.0, 0.0], [0.0, 0.0, 0.0], [0.1, 0.0, 0.0], [0.0, 0.0, 0.0], [0.1, 0.0, 0.2], [0.2, -0.1, 0.2], [0.0, 0.0, 0.0], [0.0, 0.0, 0.0], [0.0, 0.0, 0.0], [-0.1, 0.1, 0.1], [0.0, 0.0, 0.0], [0.0, 0.0, 0.0], [0.0, 0.0, 0.0], [0.0, 0.0, 0.0], [0.0, 0.0, 0.0], [0.0, 0.0, 0.0], [0.0, 0.0, 0.0], [0.0, 0.0, 0.0], [0.0, 0.0, 0.0], [0.0, 0.0, 0.0], [0.0, -0.1, -0.2], [0.1, 0.1, -0.1], [0.0, 0.0, 0.0], [0.0, 0.0, 0.0], [-0.1, 0.1, -0.2], [0.0, 0.0, 0.0], [0.0, 0.0, 0.0], [0.0, 0.0, 0.0], [0.0, 0.0, 0.0], [-0.1, 0.0, 0.0], [0.0, 0.0, 0.0], [0.0, 0.0, 0.0], [0.0, 0.0, 0.0], [0.1, -0.1, -0.1], [0.0, 0.0, 0.0], [0.0, -0.2, -0.3], [0.0, 0.0, 0.0], [0.0, 0.0, 0.0], [0.0, 0.0, 0.0], [0.0, 0.0, 0.0], [-0.1, -0.1, 0.0], [0.0, 0.0, 0.0], [0.0, 0.0, 0.0], [-0.1, 0.0, 0.1], [0.0, 0.0, 0.0], [0.0, 0.0, 0.0], [0.0, -0.1, 0.0], [0.0, 0.0, 0.0], [0.0, -0.1, 0.1], [0.0, 0.0, 0.0], [0.0, 0.0, 0.0], [0.0, 0.0, 0.0], [0.0, 0.0, 0.0], [0.0, 0.0, 0.0], [0.0, 0.0, 0.0], [0.0, 0.0, 0.0], [0.1, 0.0, 0.1], [0.0, 0.0, 0.0], [-0.1, 0.1, 0.0], [0.0, 0.0, 0.0], [0.0, 0.0, 0.0], [0.0, 0.0, 0.0], [0.0, 0.2, -0.1], [-0.1, 0.0, 0.0], [0.0, 0.0, 0.0], [0.0, 0.0, 0.1], [0.0, 0.0, 0.0], [0.0, 0.0, 0.0], [0.0, 0.0, -0.1], [0.0, 0.0, 0.0], [-0.1, -0.1, 0.0], [0.0, 0.0, 0.0], [0.0, 0.1, 0.1]]
}

Record 4
{
  "formula": "CH3O4S2",
  "method": "ωB97M-V/def2-TZVPD",
  "orbital_gap_ha": 0.28697,
  "de_lowest_ev": 2.070,
  "homo_energy_ev": -4.129,
  "max_force_ev_per_a": 7.40,
  "e_lumo_ev": 3.7,
  "charge": -1,
  "species": ["S", "H", "H", "O", "O", "H", "S", "C", "O", "O"],
  "xyz": [[-1.927302, 1.279507, 0.209485], [2.272860, -0.949330, -0.891101], [-2.346571, -0.834559, 1.378225], [-1.216276, -1.235656, -0.200427], [1.771731, -0.008950, 1.183914], [0.170112, 1.645527, -0.684499], [0.730243, 0.157788, 0.162109], [-1.763859, -0.418801, 0.536700], [1.002678, 1.373997, -0.759560], [1.306382, -1.009521, -0.934850]],
  "forces_ev_per_angstrom": [[-0.4, -0.2, 0.6], [-0.1, 0.1, 0.2], [0.2, 0.3, 0.3], [-0.7, -0.1, 0.5], [0.2, 1.0, 0.1], [-6.5, 3.5, -0.4], [3.2, -4.3, 1.1], [-2.0, -0.4, -1.3], [6.5, -0.3, -1.2], [-0.4, 0.5, 0.0]]
}